# C42H48BBaBrCl2IN7O2S2

A molecular structure, C42H48BBaBrCl2IN7O2S2 (wB97M-V/def2-TZVPD, the OMol25 dataset).

Results
2S+1: 1
ΔE to the lowest compared entry with this formula, charge and spin (kJ/mol): 4.98
Net charge: -2
DFT total energy (eV): -185095.708
Lowest unoccupied orbital energy (eV): 3.6894

Each line ends with the Löwdin charge.
Atoms and positions in Å:
1 Ba 2.06 -0.06 -1.35  1.388
2 C -4.53 -2.29 -1.07  -0.049
3 C -3.90 -1.09 -0.44  -0.398
4 C -4.36 -0.31 0.64  -0.024
5 C -3.39 0.66 0.81  -0.292
6 C -3.36 1.76 1.82  -0.013
7 N -2.43 0.44 -0.13  0.007
8 N -2.74 -0.64 -0.88  0.134
9 B -1.09 1.15 -0.46  -0.618
10 N -0.68 2.16 0.63  0.011
11 N -0.02 1.67 1.72  0.106
12 C 0.26 2.71 2.48  -0.344
13 C 0.99 2.56 3.78  -0.016
14 C -0.19 3.90 1.88  -0.006
15 C -0.77 3.50 0.69  -0.288
16 C -1.36 4.36 -0.37  -0.004
17 N -1.11 1.83 -1.84  0.006
18 N 0.13 2.21 -2.24  0.049
19 C -0.02 2.86 -3.38  -0.362
20 C 1.16 3.46 -4.07  -0.045
21 C -1.38 2.89 -3.74  -0.001
22 C -2.04 2.23 -2.72  -0.298
23 C -3.50 1.95 -2.59  -0.023
24 H -5.02 -2.93 -0.33  0.062
25 H -3.77 -2.88 -1.59  0.070
26 H -5.29 -2.01 -1.81  0.065
27 H -5.26 -0.43 1.22  0.092
28 H -4.21 1.64 2.49  0.073
29 H -3.43 2.75 1.35  0.076
30 H -2.44 1.76 2.40  0.066
31 H -0.25 0.30 -0.50  -0.002
32 H 1.47 1.58 3.83  0.052
33 H 0.31 2.65 4.63  0.073
34 H 1.76 3.32 3.87  0.065
35 H -0.05 4.91 2.22  0.097
36 H -1.39 5.39 -0.01  0.078
37 H -2.38 4.06 -0.63  0.073
38 H -0.76 4.33 -1.28  0.075
39 H 2.03 2.80 -3.97  0.033
40 H 1.43 4.42 -3.62  0.074
41 H 0.97 3.60 -5.13  0.061
42 H -1.82 3.33 -4.62  0.095
43 H -4.07 2.71 -3.13  0.073
44 H -3.83 1.96 -1.55  0.064
45 H -3.75 0.98 -3.00  0.074
46 O 0.30 -0.35 -3.40  -0.289
47 C -0.64 -1.10 -4.14  -0.255
48 C 0.01 -2.05 -5.13  -0.187
49 C 1.18 -2.83 -4.52  -0.139
50 C 0.78 -3.62 -3.31  -0.277
51 C 0.10 -4.83 -3.46  -0.036
52 C -0.25 -5.55 -2.33  -0.086
53 C 0.11 -5.06 -1.09  -0.061
54 C 0.79 -3.86 -1.04  -0.125
55 N 1.10 -3.13 -2.11  0.112
56 H 1.07 -0.05 -3.94  -0.040
57 H -1.33 -0.42 -4.67  0.115
58 H -1.24 -1.65 -3.40  0.111
59 H 0.38 -1.48 -5.98  0.053
60 H -0.76 -2.74 -5.50  0.107
61 H 1.97 -2.14 -4.24  0.084
62 H 1.59 -3.51 -5.28  0.118
63 H -0.14 -5.19 -4.45  0.106
64 H -0.79 -6.49 -2.42  0.095
65 H -0.12 -5.59 -0.17  0.086
66 H 1.13 -3.44 -0.10  0.072
67 Cl 4.30 0.56 1.19  0.601
68 C 4.18 2.16 1.87  -0.665
69 C 4.69 2.33 3.14  -0.156
70 C 4.67 3.58 3.74  -0.139
71 C 4.11 4.64 3.04  -0.172
72 C 3.59 4.44 1.77  -0.695
73 Cl 2.92 5.84 0.98  0.600
74 C 3.59 3.19 1.10  -0.799
75 S 2.94 2.98 -0.48  0.429
76 H 5.12 1.48 3.65  0.089
77 H 5.07 3.73 4.74  0.084
78 H 4.06 5.63 3.47  0.086
79 O 1.26 -1.43 0.95  -0.667
80 S -0.01 -1.24 1.72  1.010
81 C -0.61 -2.90 2.07  -0.350
82 C 0.25 -3.91 2.49  -0.070
83 C -0.26 -5.17 2.73  -0.088
84 C -1.61 -5.43 2.56  -0.102
85 C -2.46 -4.42 2.13  -0.080
86 C -1.96 -3.14 1.88  -0.060
87 C 0.54 -0.91 3.40  -0.374
88 C -0.39 -0.54 4.36  -0.081
89 C 0.05 -0.26 5.64  -0.096
90 C 1.40 -0.35 5.95  -0.098
91 C 2.32 -0.70 4.97  -0.077
92 C 1.89 -0.98 3.68  -0.076
93 H 1.31 -3.69 2.61  0.123
94 H 0.41 -5.97 3.05  0.102
95 H -2.01 -6.42 2.74  0.095
96 H -3.52 -4.62 1.97  0.098
97 H -2.60 -2.35 1.52  0.091
98 H -1.44 -0.45 4.09  0.115
99 H -0.66 0.04 6.40  0.099
100 H 1.74 -0.11 6.95  0.095
101 H 3.37 -0.73 5.20  0.105
102 H 2.58 -1.21 2.88  0.094
103 I 2.71 0.58 -6.26  0.459
104 C 3.14 0.27 -4.10  -0.766
105 H 3.83 -0.58 -4.17  -0.108
106 H 3.79 1.14 -3.91  -0.100
107 Br 4.51 -2.18 -1.06  -0.532

***

# C42H48HfIN5S2

A molecular structure, C42H48HfIN5S2 in a non-equilibrium geometry (wB97M-V/def2-TZVPD, the OMol25 dataset).

Results
2S+1: 1
ΔE to the lowest compared entry with this formula, charge and spin (kJ/mol): 0.00
Net charge: +2
DFT total energy (eV): -82851.135
Lowest unoccupied orbital energy (eV): -5.6396

Each line ends with the Löwdin charge.
Atoms and positions in Å:
1 Hf -0.03 0.42 0.18  1.511
2 C -0.05 2.64 -5.68  -0.062
3 C 0.04 2.03 -4.28  -0.350
4 C 0.33 0.53 -4.38  -0.046
5 C 1.04 2.73 -3.37  -0.128
6 C 2.05 3.53 -3.89  -0.007
7 C 2.97 4.16 -3.07  -0.041
8 C 2.90 4.01 -1.70  -0.023
9 C 1.91 3.21 -1.13  -0.148
10 C 1.90 3.05 0.39  -0.337
11 C 0.54 3.17 1.10  -0.058
12 C 2.68 1.80 0.82  -0.055
13 C 0.99 2.57 -1.97  -0.188
14 N 0.02 1.73 -1.37  -0.081
15 C -1.35 2.03 -1.44  -0.206
16 C -2.29 1.10 -1.04  -0.197
17 N -1.87 -0.08 -0.45  -0.117
18 C -2.71 -1.20 -0.18  -0.170
19 C -2.76 -2.21 -1.16  -0.138
20 C -3.49 -3.36 -0.88  -0.015
21 C -4.12 -3.51 0.34  -0.044
22 C -4.05 -2.51 1.29  -0.038
23 C -3.36 -1.32 1.06  -0.129
24 C -3.44 -0.29 2.20  -0.335
25 C -2.56 0.96 2.17  -0.089
26 C -4.89 0.18 2.40  -0.043
27 C -2.09 -2.01 -2.50  -0.378
28 C -3.11 -1.53 -3.54  -0.031
29 C -1.34 -3.25 -2.99  -0.054
30 C -3.63 1.70 -1.16  -0.101
31 C -4.92 1.25 -1.04  0.002
32 C -5.98 2.15 -1.32  -0.042
33 C -5.75 3.44 -1.71  0.011
34 C -4.42 3.92 -1.88  -0.143
35 C -4.02 5.21 -2.30  0.007
36 C -2.68 5.51 -2.43  -0.043
37 C -1.66 4.55 -2.17  0.017
38 C -2.03 3.30 -1.75  -0.101
39 C -3.41 3.02 -1.59  -0.097
40 H -0.88 2.19 -6.22  0.088
41 H 0.85 2.46 -6.26  0.086
42 H -0.22 3.72 -5.64  0.090
43 H -0.95 2.13 -3.83  0.122
44 H 1.35 0.35 -4.73  0.093
45 H -0.35 0.06 -5.09  0.087
46 H 0.19 0.03 -3.42  0.034
47 H 2.11 3.68 -4.96  0.114
48 H 3.74 4.79 -3.50  0.117
49 H 3.61 4.52 -1.05  0.123
50 H 2.49 3.88 0.77  0.140
51 H 0.04 2.22 1.46  -0.001
52 H -0.21 3.71 0.53  0.098
53 H 0.66 3.65 2.07  0.088
54 H 2.30 0.85 0.40  0.020
55 H 2.73 1.67 1.90  0.072
56 H 3.69 1.82 0.41  0.108
57 H -3.56 -4.14 -1.62  0.119
58 H -4.67 -4.42 0.56  0.116
59 H -4.55 -2.65 2.24  0.121
60 H -3.15 -0.85 3.10  0.136
61 H -2.81 1.64 1.36  0.082
62 H -1.49 0.72 2.16  -0.042
63 H -2.71 1.51 3.11  0.098
64 H -5.20 0.83 1.59  0.071
65 H -4.97 0.74 3.33  0.090
66 H -5.58 -0.66 2.45  0.082
67 H -1.35 -1.21 -2.39  0.089
68 H -3.89 -2.28 -3.68  0.092
69 H -2.63 -1.36 -4.50  0.080
70 H -3.59 -0.60 -3.22  0.075
71 H -2.03 -4.06 -3.25  0.081
72 H -0.65 -3.63 -2.24  0.070
73 H -0.78 -3.02 -3.90  0.084
74 H -5.14 0.22 -0.76  0.117
75 H -6.99 1.79 -1.22  0.114
76 H -6.59 4.10 -1.91  0.124
77 H -4.76 5.97 -2.52  0.124
78 H -2.39 6.50 -2.76  0.113
79 H -0.63 4.83 -2.33  0.116
80 I 3.95 -2.60 -3.63  0.973
81 C 2.65 -2.28 -2.07  -0.747
82 C 2.26 -3.18 -1.09  -0.093
83 N 1.40 -2.55 -0.29  0.014
84 N 1.20 -1.28 -0.68  -0.126
85 C 1.96 -1.11 -1.78  -0.177
86 H 2.53 -4.21 -0.93  0.143
87 H 0.93 -2.92 0.52  0.129
88 H 1.97 -0.16 -2.29  0.103
89 S 0.49 -1.00 2.49  0.634
90 C 0.74 -0.24 3.99  -1.048
91 N 0.94 -0.92 5.09  -0.031
92 C 1.30 -0.16 6.29  -0.171
93 C 0.73 1.24 6.07  -0.360
94 S 0.72 1.46 4.26  0.995
95 H 1.01 -1.93 5.06  0.158
96 H 2.38 -0.14 6.40  0.135
97 H 0.86 -0.63 7.17  0.137
98 H 1.35 2.01 6.52  0.095
99 H -0.29 1.34 6.43  0.093

***

no.,M (g/mol),E_HOMO (eV)
1,1172.881,-1.996
2,992.409,-12.089